Entry 1:
ORCA calculation (the ωB97M-V functional and the def2-TZVPD basis) on the molecule C5H7NO.

Structure (XYZ):
```
14
Properties=species:S:1:pos:R:3:forces:R:3:mulliken_charge:R:1
N 1.795902 -1.690710 0.000418 -0.3 0.1 -0.3 -0.72
C 0.991044 -0.768088 -0.303282 0.0 -0.2 0.1 0.42
O 1.305192 0.294361 -1.114667 0.1 -0.1 0.1 -0.42
C 0.393502 1.362790 -0.850701 -0.1 0.2 0.0 -0.47
C -0.872584 0.706375 -0.379592 0.0 0.2 0.1 -0.11
C -1.351963 -0.511682 -1.088419 -0.1 0.1 -0.2 -0.61
C -0.443162 -0.645671 0.122186 0.2 0.1 0.2 -0.20
H 2.699547 -1.548264 -0.456838 -0.1 0.1 0.2 0.28
H 0.308560 1.966371 -1.755154 0.0 -0.1 0.1 0.30
H 0.771458 1.966015 -0.015523 0.2 0.1 -0.3 0.29
H -1.584371 1.312966 0.171785 0.1 -0.2 0.0 0.37
H -0.897662 -0.773861 -2.038897 0.0 0.1 0.1 0.20
H -2.423687 -0.678812 -1.058423 0.2 -0.3 0.4 0.29
H -0.688003 -1.018276 1.111335 -0.3 -0.2 -0.4 0.38
```
Forces are in eV/Å.

Charge ... 0
2S+1 ... 1
HOMO-LUMO gap ... 10.7492 eV
E_HOMO ... -9.76 eV
Energy ... -8834.957 eV

Entry 2:
ORCA calculation (the ωB97M-V functional and the def2-TZVPD basis) on the molecule C5H7NO.

Structure (XYZ):
```
14
Properties=species:S:1:pos:R:3:forces:R:3:mulliken_charge:R:1
O -1.301964 -2.102598 -1.399150 0.1 0.3 0.2 -0.70
C -1.009556 -0.999248 -0.959490 0.0 -0.1 -0.1 0.56
C -1.595436 0.110594 -0.343110 -0.2 -0.1 0.1 -0.89
N -0.343705 0.872129 -0.211313 -0.1 0.3 -0.1 0.03
C 0.483895 0.711989 1.047586 0.0 0.0 0.2 -0.49
C 1.141477 -0.556301 0.474384 0.1 -0.1 0.1 -0.60
C 0.386566 -0.303384 -0.851533 0.1 -0.1 -0.2 -0.09
H -0.320832 1.790669 -0.654448 0.1 -0.1 0.1 0.30
H -2.502923 0.389408 0.175491 0.1 -0.1 -0.2 0.38
H -0.163614 0.607693 1.918500 0.1 0.0 -0.1 0.28
H 1.171023 1.553588 1.174672 -0.1 -0.1 0.0 0.31
H 0.846042 -1.490352 0.956613 0.1 0.1 -0.1 0.27
H 2.230245 -0.503942 0.413921 -0.2 0.0 0.0 0.27
H 0.978782 -0.080245 -1.742123 -0.1 0.0 0.1 0.37
```
Forces are in eV/Å.

Charge ... 0
2S+1 ... 1
HOMO-LUMO gap ... 8.0489 eV
E_HOMO ... -7.62 eV
Energy ... -8832.942 eV

Entry 3:
ORCA calculation (the ωB97M-V functional and the def2-TZVPD basis) on a cluster of 2 separate species, C5H7NO in total in a non-equilibrium geometry.

Structure (XYZ):
```
14
Properties=species:S:1:pos:R:3:forces:R:3:mulliken_charge:R:1
C -1.510583 0.206280 -0.337400 0.9 -1.3 -0.3 -0.26
C 1.238384 0.106289 2.196791 -0.9 0.9 1.7 -0.37
C 1.755780 0.190251 1.112166 -0.9 -0.1 3.0 -0.38
C -0.584746 -1.087925 -0.595182 -2.0 0.0 -0.6 -0.36
C 0.424894 0.801859 -1.323094 -3.1 -4.3 2.0 -0.25
N -0.629769 1.228654 -0.847426 -1.7 2.5 0.6 -0.43
O 0.558979 -0.597047 -1.230779 1.3 1.1 -1.4 -0.39
H -1.650516 0.234699 0.736064 0.1 0.7 0.3 0.19
H 0.745714 0.295723 3.223457 1.1 -0.8 -2.5 0.31
H -2.539144 0.348494 -0.762910 1.0 -0.8 -0.1 0.29
H 2.314677 0.408629 0.291135 1.1 0.0 -1.7 0.49
H -0.272377 -1.653036 0.247789 0.2 0.2 1.4 0.32
H -1.053502 -1.874840 -1.172341 -0.2 0.2 -0.9 0.27
H 1.202209 1.391969 -1.538269 3.0 1.7 -1.5 0.58
```
Forces are in eV/Å.

Charge ... 0
2S+1 ... 1
HOMO-LUMO gap ... 10.5601 eV
E_HOMO ... -9.50 eV
Energy ... -8831.978 eV

Entry 4:
ORCA calculation (the ωB97M-V functional and the def2-TZVPD basis) on the molecule C5H7NO.

Structure (XYZ):
```
14
Properties=species:S:1:pos:R:3:forces:R:3:mulliken_charge:R:1
O -2.483722 -0.902124 0.275203 0.4 0.2 0.2 -0.47
C -1.503634 -0.548153 0.884820 -0.2 -0.1 -0.2 -0.23
C -0.116934 -1.028561 0.555648 -0.1 -0.1 0.0 0.33
C 0.614815 -0.700157 -0.676114 0.0 -0.2 -0.3 -0.24
C 0.280855 0.688576 -1.195196 0.0 0.0 -0.1 -0.61
C 0.671283 1.183315 0.214795 0.0 0.3 0.1 -0.36
N 1.079243 -0.189985 0.661863 0.1 0.1 0.2 -0.57
H -1.593835 0.114430 1.771124 0.0 0.0 -0.1 0.36
H 0.054385 -2.031769 0.947656 0.0 0.1 0.0 0.40
H 1.171172 -1.458769 -1.220822 -0.1 0.1 0.1 0.36
H -0.744451 0.848325 -1.542556 0.1 0.0 0.1 0.24
H 0.979660 1.029323 -1.962313 -0.1 0.0 0.1 0.28
H -0.115238 1.640612 0.825958 0.1 -0.1 -0.1 0.22
H 1.541511 1.842488 0.224778 -0.1 -0.1 0.0 0.31
```
Forces are in eV/Å.

Charge ... 0
2S+1 ... 1
HOMO-LUMO gap ... 10.3864 eV
E_HOMO ... -9.53 eV
Energy ... -8833.430 eV

Entry 5:
ORCA calculation (the ωB97M-V functional and the def2-TZVPD basis) on the molecule C5H7NO in a non-equilibrium geometry.

Structure (XYZ):
```
14
Properties=species:S:1:pos:R:3:forces:R:3:mulliken_charge:R:1
C -0.004204 -1.499495 2.032167 0.3 0.3 0.1 -0.92
C 0.258346 -0.658037 1.034681 -0.1 -0.3 0.2 0.38
C -0.779563 -0.032207 0.141350 -0.1 -0.2 0.0 -0.54
C 0.041839 0.684981 -0.901656 0.2 -0.3 0.2 0.31
N -0.495782 1.538448 -1.879157 0.0 0.0 0.1 -0.53
C 1.291602 0.243552 -0.747986 -0.1 0.2 0.0 -0.36
O 1.448036 -0.609308 0.348942 0.1 -0.1 0.2 -0.40
H -1.058814 -1.049995 -0.150988 -1.0 0.6 -1.4 0.21
H -0.985256 -1.472800 2.499998 0.2 -0.1 -0.2 0.27
H 0.708555 -2.258881 2.314760 0.1 0.2 0.3 0.28
H -1.670724 0.463905 0.536658 0.4 0.0 0.2 0.43
H -1.162243 2.205490 -1.505519 0.1 -0.2 0.0 0.25
H 0.216051 2.044669 -2.394865 -0.1 -0.2 0.1 0.25
H 2.192157 0.399677 -1.328385 -0.2 0.1 0.2 0.40
```
Forces are in eV/Å.

Charge ... 0
2S+1 ... 1
HOMO-LUMO gap ... 8.4442 eV
E_HOMO ... -7.54 eV
Energy ... -8834.022 eV

Entry 6:
ORCA calculation (the ωB97M-V functional and the def2-TZVPD basis) on the molecule C5H7NO in a non-equilibrium geometry.

Structure (XYZ):
```
14
Properties=species:S:1:pos:R:3:forces:R:3:mulliken_charge:R:1
C 1.077200 1.299242 -0.590950 -0.1 -0.1 0.1 -1.39
C 0.346847 -0.214935 1.302777 0.3 0.4 1.0 -0.04
C 0.270391 0.119985 -0.070126 0.9 -1.3 -0.2 1.69
C -2.112571 -0.470482 -0.784353 0.0 -0.1 -0.1 -0.68
O 1.335096 -1.188755 -0.542624 -0.6 0.7 -0.1 -0.70
N 0.543513 -0.579274 2.407858 -0.2 0.2 -0.6 -0.29
C -1.131032 0.127465 -0.144986 -0.2 0.2 -0.1 -0.77
H 0.778027 -1.978391 -0.539621 0.0 0.1 -0.1 0.30
H 0.177775 -0.380161 3.324972 -0.1 -0.1 -0.1 0.33
H 0.705535 2.237626 -0.182054 0.0 -0.1 0.0 0.36
H 2.128001 1.167273 -0.342685 0.0 0.0 0.0 0.37
H 0.964982 1.304801 -1.673514 0.0 0.0 0.0 0.31
H -1.930106 -1.239305 -1.537731 0.0 0.0 0.0 0.24
H -3.153657 -0.205089 -0.626965 0.1 -0.1 0.1 0.26
```
Forces are in eV/Å.

Charge ... 0
2S+1 ... 1
HOMO-LUMO gap (spin up / spin down) ... 7.6130 / 7.6173 eV
E_HOMO (spin up / spin down) ... -7.47 / -7.47 eV
Energy ... -8830.261 eV

Entry 7:
ORCA calculation (the ωB97M-V functional and the def2-TZVPD basis) on a cluster of 3 separate species, C5H7NO in total in a non-equilibrium geometry.

Structure (XYZ):
```
14
Properties=species:S:1:pos:R:3:forces:R:3:mulliken_charge:R:1
N -2.672628 0.180467 0.853105 0.8 0.0 -0.4 -0.23
C -1.589484 0.281675 0.391168 -0.9 0.0 0.4 0.01
O -1.248447 -0.938662 -1.379505 0.3 -0.1 0.0 -0.53
C -0.071373 -1.325072 -1.416425 -0.2 -0.1 -0.1 -0.29
C 1.241370 0.161186 -0.530100 0.0 0.1 0.2 -0.54
C 0.699083 1.454317 -1.051025 -0.1 0.2 -0.2 -0.47
C 0.533381 0.914655 0.320181 0.2 -0.1 0.0 -0.12
H -3.571037 -0.256050 0.757972 0.1 0.1 0.1 0.28
H 0.519207 -1.204579 -2.337833 0.0 0.0 0.1 0.35
H 0.295106 -2.090625 -0.710358 -0.1 0.1 0.0 0.30
H 2.165045 -0.398022 -0.514888 -0.2 0.1 0.0 0.42
H -0.160090 1.393097 -1.729941 0.1 0.0 0.1 0.17
H 1.327161 2.337182 -1.194081 -0.1 -0.2 0.0 0.25
H 0.506057 1.273852 1.337114 0.0 -0.1 -0.2 0.42
```
Forces are in eV/Å.

Charge ... 0
2S+1 ... 1
HOMO-LUMO gap ... 9.4030 eV
E_HOMO ... -8.58 eV
Energy ... -8829.867 eV

Entry 8:
ORCA calculation (the ωB97M-V functional and the def2-TZVPD basis) on the molecule C5H7NO.

Structure (XYZ):
```
14
Properties=species:S:1:pos:R:3:forces:R:3:mulliken_charge:R:1
O 2.709492 -1.353974 0.043527 0.0 0.0 -0.1 -0.47
C 2.375244 -0.123377 0.470061 0.0 0.0 0.7 0.12
C 1.113038 0.239526 0.670622 0.1 0.1 -0.7 -0.60
C 0.251474 0.821361 -0.141821 0.0 0.0 -0.2 -0.18
C -1.217552 0.872956 -0.168728 0.0 0.2 -0.1 0.03
C -1.881880 -0.427333 -0.458831 -0.1 -0.2 -0.2 -0.41
N -2.068146 0.247610 0.820695 0.1 -0.1 0.3 -0.62
H 1.879938 -1.835185 -0.121509 0.2 0.1 0.0 0.34
H 3.225860 0.523460 0.646244 0.2 -0.3 0.3 0.34
H 0.692818 1.214346 -1.056712 -0.2 0.0 -0.2 0.31
H -1.613664 1.770540 -0.628991 -0.2 0.0 0.0 0.38
H -1.221495 -1.293518 -0.509322 -0.2 0.2 0.1 0.18
H -2.756650 -0.475169 -1.100690 0.1 0.1 0.1 0.26
H -1.488480 -0.181242 1.535456 0.0 -0.1 0.0 0.32
```
Forces are in eV/Å.

Charge ... 0
2S+1 ... 1
HOMO-LUMO gap ... 9.3655 eV
E_HOMO ... -8.83 eV
Energy ... -8832.214 eV

Entry 9:
ORCA calculation (the ωB97M-V functional and the def2-TZVPD basis) on the molecule C5H7NO.

Structure (XYZ):
```
14
Properties=species:S:1:pos:R:3:forces:R:3:mulliken_charge:R:1
C 1.135066 1.400596 -0.971093 0.0 0.0 0.0 -1.31
C 0.250773 0.597938 -0.054901 -0.1 0.2 -0.2 0.19
N 0.848483 0.086319 1.172211 0.0 0.1 0.3 -0.64
C 0.333680 -0.864907 0.183715 0.0 -0.1 -0.2 -0.02
C -0.946469 -1.583174 0.477869 -0.1 0.0 0.0 -0.94
C -2.088354 -1.072913 0.063879 -0.5 0.3 -0.2 0.72
O -3.083892 -0.585862 -0.304320 0.8 -0.5 0.3 -0.39
H 0.718492 1.445290 -1.983108 0.1 0.0 0.1 0.31
H 2.146600 0.988256 -1.014145 -0.1 0.0 0.0 0.33
H 1.203887 2.425309 -0.588499 0.0 -0.1 -0.1 0.29
H 0.202539 0.149902 1.954766 0.1 0.0 -0.1 0.32
H 1.110909 -1.455517 -0.301125 -0.2 0.2 0.0 0.37
H -0.985268 -2.464725 1.108288 0.0 0.0 -0.1 0.35
H -0.765469 0.991424 0.010839 0.2 0.0 0.1 0.41
```
Forces are in eV/Å.

Charge ... 0
2S+1 ... 1
HOMO-LUMO gap ... 9.9362 eV
E_HOMO ... -9.06 eV
Energy ... -8834.139 eV

Entry 10:
ORCA calculation (the ωB97M-V functional and the def2-TZVPD basis) on a structure of composition C5H7NO.

Structure (XYZ):
```
14
Properties=species:S:1:pos:R:3:forces:R:3:mulliken_charge:R:1
C -2.266120 0.906354 -0.838949 -0.1 0.1 0.0 -0.75
N -1.323741 -0.200031 -0.894423 0.5 0.0 0.3 -0.48
C -0.245283 -0.111545 -0.274880 -0.4 0.0 -0.2 0.45
O 0.281622 0.946222 0.479636 -0.1 -0.1 -0.2 -0.39
C 1.521322 0.260848 0.668263 0.1 0.0 0.8 -0.27
C 1.049118 -1.655902 1.230551 0.0 0.0 -0.5 -0.86
C 0.953577 -1.008739 -0.073831 -0.1 -0.2 0.0 0.20
H -2.652007 1.090096 -1.846609 0.1 0.0 0.2 0.28
H -3.114635 0.610162 -0.211608 0.1 0.1 -0.1 0.26
H -1.844032 1.838583 -0.440460 0.0 -0.2 -0.1 0.29
H 2.379284 0.705195 0.173550 0.0 0.0 -0.1 0.32
H 1.707692 0.109680 1.755218 0.1 0.2 -0.3 0.29
H 2.054671 -2.133316 1.225833 -0.2 0.1 0.1 0.23
H 1.498533 -1.357607 -0.952289 -0.1 0.0 0.1 0.42
```
Forces are in eV/Å.

Charge ... 0
2S+1 ... 1
HOMO-LUMO gap ... 9.3762 eV
E_HOMO ... -9.12 eV
Energy ... -8830.795 eV

Entry 11:
ORCA calculation (the ωB97M-V functional and the def2-TZVPD basis) on the molecule C5H7NO.

Structure (XYZ):
```
14
Properties=species:S:1:pos:R:3:forces:R:3:mulliken_charge:R:1
C -1.897194 0.074594 0.058130 0.0 0.0 0.0 -1.13
C -0.436203 -0.245740 0.054710 -0.3 0.1 -0.2 0.90
N 0.220091 -1.153652 0.995061 0.1 -0.2 -0.1 -0.59
C 0.704583 0.205614 0.925165 0.1 0.3 0.2 -0.31
C 1.623050 0.449048 -0.274019 0.2 0.0 0.0 -0.49
C 0.471913 -0.097217 -1.144297 0.0 0.0 -0.4 0.11
O 0.302584 -0.225074 -2.326524 0.1 0.1 0.5 -0.57
H -2.058800 0.923888 -0.614625 -0.1 -0.1 0.1 0.30
H -2.238964 0.352978 1.058344 0.1 -0.1 -0.1 0.33
H -2.501485 -0.760843 -0.305778 0.1 0.1 0.1 0.27
H 0.835791 -1.833262 0.550306 -0.1 0.1 0.0 0.27
H 0.645914 0.808645 1.825202 0.0 0.0 -0.2 0.38
H 2.610964 -0.018085 -0.305397 -0.1 0.0 0.0 0.29
H 1.717752 1.519102 -0.496272 0.1 -0.2 0.0 0.26
```
Forces are in eV/Å.

Charge ... 0
2S+1 ... 1
HOMO-LUMO gap ... 10.3988 eV
E_HOMO ... -9.44 eV
Energy ... -8834.214 eV

Entry 12:
ORCA calculation (the ωB97M-V functional and the def2-TZVPD basis) on the molecule C5H7NO in a non-equilibrium geometry.

Structure (XYZ):
```
14
Properties=species:S:1:pos:R:3:forces:R:3:mulliken_charge:R:1
C -1.174227 -1.132662 0.329723 0.0 -0.1 0.0 -1.53
C -0.535207 0.247120 0.118298 0.0 0.0 0.1 0.76
C 0.859287 0.143286 -0.520140 0.0 0.0 0.0 -0.92
C 1.978318 0.451697 0.453510 0.0 0.2 0.3 0.09
O 1.825229 0.886570 1.569147 0.0 -0.3 -0.5 -0.48
C -1.429738 1.106015 -0.670082 -0.6 0.5 -0.5 0.01
N -2.145592 1.768524 -1.291732 0.7 -0.6 0.5 -0.44
H -2.136603 -1.046918 0.839971 0.1 0.0 -0.1 0.39
H -0.515743 -1.756680 0.942227 -0.1 0.1 -0.1 0.38
H -1.336372 -1.638725 -0.628243 0.0 0.1 0.1 0.37
H -0.396461 0.736293 1.089473 -0.1 0.0 -0.1 0.27
H 1.031176 -0.864553 -0.918146 0.0 0.1 0.0 0.36
H 0.977967 0.825766 -1.371791 0.0 -0.1 0.1 0.38
H 2.997968 0.274263 0.057779 -0.1 0.0 0.0 0.35
```
Forces are in eV/Å.

Charge ... 0
2S+1 ... 1
HOMO-LUMO gap ... 11.2484 eV
E_HOMO ... -10.51 eV
Energy ... -8835.418 eV